Formula: H3O2PS
Source: the OMol25 dataset
Level of theory: ωB97M-V/def2-TZVPD

Structure (XYZ):
```
7
Properties=species:S:1:pos:R:3:forces:R:3
O -0.773386 -1.069471 1.034105 0.70 -0.57 -2.46
P -0.262239 0.456521 0.786782 0.60 0.27 0.05
O -0.855720 0.784052 -0.732405 -0.26 1.40 0.69
S 1.859118 0.188307 0.271475 -0.62 0.10 0.38
H -0.538048 -1.591975 0.193984 -0.64 0.59 1.82
H -1.074027 1.764307 -0.721074 0.29 -1.72 -0.25
H 1.644301 -0.531742 -0.832868 -0.07 -0.07 -0.21
```
Forces are in eV/Å.

Calculated values
Frontier orbital gap = 10.19 eV
HOMO = -9.544 eV
Energy = -24268.8712 eV
Multiplicity = 1
F_max = 0.0510 Eh/bohr
Energy above the lowest of the compared OMol25 structures with the same formula, charge and spin = 48.9 kJ/mol